Record 1
DFT (the ωB97M-V functional and the def2-TZVPD basis) results for an isolated ion of composition C3H4NO and charge +1 at a distorted geometry.

The HOMO-LUMO gap (spin up / spin down) is 0.341 / 0.341 Ha. As for the total charge: +1. For the lowest unoccupied orbital energy (spin up / spin down), the calculation gives -7.4 / -7.4 eV. The calculation puts the relative energy (zero: lowest compared OMol25 entry of this formula, charge and spin) at 3.189 eV. The value obtained for the HOMO energy (spin up / spin down) is -16.7 / -16.7 eV.

CARTESIAN COORDINATES (ANGSTROEM)
C -0.659 0.323 0.417
C -0.405 -1.018 0.591
C 0.394 0.746 -0.461
N 1.152 -0.382 -0.684
O 0.588 -1.377 -0.187
H -1.415 0.980 0.757
H -0.871 -1.915 0.999
H 0.271 1.170 -1.520
H 0.947 1.473 0.089

Forces on atoms 1 to 2 (eV/Å):
-0.445 -2.105 0.009
-4.017 0.843 1.245


Record 2
DFT (the ωB97M-V functional and the def2-TZVPD basis) results for an isolated ion of composition C3H4NO and charge +1 at a distorted geometry.

Its structure (SMILES) is C#[N+]CC=O. The HOMO-LUMO gap is 0.449 Ha. As for the total charge: +1. For the lowest unoccupied orbital energy, the calculation gives -5.2 eV. The calculation puts the relative energy (zero: lowest compared OMol25 entry of this formula, charge and spin) at 1.770 eV. The value obtained for the HOMO energy is -17.4 eV.

CARTESIAN COORDINATES (ANGSTROEM)
C -1.155 -1.412 -0.022
N -1.110 -0.184 0.013
C 0.161 0.612 -0.034
C 1.170 -0.585 0.037
O 0.764 -1.680 0.053
H -1.818 -2.233 -0.201
H 0.055 1.495 0.626
H 0.166 0.998 -0.988
H 2.145 -0.084 -0.048

Forces on atoms 1 to 2 (eV/Å):
0.400 5.937 0.131
-0.037 -3.327 -0.230


Record 3
DFT (the ωB97M-V functional and the def2-TZVPD basis) results for C3H4NO2 as an isolated structure at a distorted geometry.

The HOMO-LUMO gap is 0.380 Ha. As for the total charge: +1. For the lowest unoccupied orbital energy, the calculation gives -4.8 eV. The calculation puts the relative energy (zero: lowest compared OMol25 entry of this formula, charge and spin) at 1.788 eV. The value obtained for the HOMO energy is -15.1 eV.

CARTESIAN COORDINATES (ANGSTROEM)
C 1.148 0.471 0.068
C 2.251 -0.280 0.126
C -0.291 0.665 0.042
N -1.616 -0.653 -0.074
O -0.909 1.669 0.177
O 3.251 -0.778 0.079
H 1.534 1.511 -0.040
H -1.685 -1.297 0.673
H -1.195 -1.273 -0.883
H -2.489 -0.035 -0.170

Forces on atoms 1 to 2 (eV/Å):
-0.819 1.738 -0.410
-2.577 0.150 -0.522


Record 4
DFT (the ωB97M-V functional and the def2-TZVPD basis) results for a 2-piece molecular cluster, C3H4NO3 overall at a distorted geometry.

The HOMO-LUMO gap (spin up / spin down) is 0.246 / 0.246 Ha. As for the total charge: -1. For the lowest unoccupied orbital energy (spin up / spin down), the calculation gives 3.9 / 3.9 eV. The calculation puts the relative energy (zero: lowest compared OMol25 entry of this formula, charge and spin) at 4.760 eV. The value obtained for the HOMO energy (spin up / spin down) is -2.8 / -2.8 eV.

CARTESIAN COORDINATES (ANGSTROEM)
C -0.001 -0.791 -0.461
C -0.891 -0.103 1.511
C -0.038 0.847 0.904
N 0.540 0.425 -0.243
O -0.931 -1.218 0.551
O -1.191 -0.197 2.676
O 0.453 0.890 -2.430
H 0.792 -1.601 -0.322
H -0.447 -0.828 -1.446
H 0.358 1.734 1.369
H 1.357 0.842 -2.108

Forces on atoms 1 to 2 (eV/Å):
-0.049 -4.622 -0.753
0.868 -2.800 -0.265


Record 5
DFT (the ωB97M-V functional and the def2-TZVPD basis) results for a 2-piece molecular cluster, C3H4NO3 overall at a distorted geometry.

The HOMO-LUMO gap is 0.261 Ha. As for the total charge: -1. For the lowest unoccupied orbital energy, the calculation gives 4.2 eV. The calculation puts the relative energy (zero: lowest compared OMol25 entry of this formula, charge and spin) at 7.712 eV. The value obtained for the HOMO energy is -2.8 eV.

CARTESIAN COORDINATES (ANGSTROEM)
C -1.094 0.804 -0.081
C -2.035 -0.045 -0.659
C 1.511 -0.512 0.522
N 1.253 0.648 -0.171
O -2.531 -0.782 -1.471
O 1.539 0.724 -1.430
O -1.945 -0.216 0.799
H -1.489 1.855 0.174
H 1.720 -1.448 -0.075
H 0.693 -0.721 1.269
H 2.379 -0.307 1.123

Forces on atoms 1 to 2 (eV/Å):
-0.857 1.601 0.689
0.597 -1.929 1.878


Record 6
DFT (the ωB97M-V functional and the def2-TZVPD basis) results for a 2-piece molecular cluster, C3H4NO4S3 overall at a distorted geometry.

The HOMO-LUMO gap is 0.289 Ha. As for the total charge: -1. For the lowest unoccupied orbital energy, the calculation gives 3.2 eV. The calculation puts the relative energy (zero: lowest compared OMol25 entry of this formula, charge and spin) at 0.148 eV. The value obtained for the HOMO energy is -4.7 eV.

CARTESIAN COORDINATES (ANGSTROEM)
C -1.031 1.639 -0.426
C 0.290 1.572 0.383
C -0.097 0.448 1.375
N -1.344 0.060 1.160
O 1.619 -1.165 -0.923
O -0.284 -2.404 0.176
O -0.206 -2.405 -2.311
O -1.890 0.826 0.024
S -1.393 2.712 -1.652
S 0.987 -0.245 2.389
S -0.082 -1.503 -1.176
H 1.173 1.519 -0.194
H 0.391 2.645 0.804
H -0.248 -1.832 0.929
H 2.115 -1.867 -0.559

Forces on atoms 1 to 2 (eV/Å):
2.047 2.298 -1.239
-2.904 1.733 0.853